Version a
Formula: C32H40F24O16
Source: the OMol25 dataset
Level of theory: wB97M-V/def2-TZVPD

Values from the calculation:
Structure (SMILES) ... CCOC(=O)C(F)(F)F.CCOC(=O)C(F)(F)F.CCOC(=O)C(F)(F)F.CCOC(=O)C(F)(F)F.CCOC(=O)C(F)(F)F.CCOC(=O)C(F)(F)F.CCOC(=O)C(F)(F)F.CCOC(=O)C(F)(F)F
Total charge ... 0
Lowest unoccupied orbital energy ... 0.0029 hartree
HOMO-LUMO gap ... 11.204 eV

Structure (XYZ):
```
112
C32H40F24O16 (wB97M-V/def2-TZVPD)
O -2.94 2.27 2.61
O -0.56 -0.89 0.79
C -1.71 2.71 2.02
H 8.72 -0.32 -4.20
C -3.78 -2.58 2.98
H -3.44 1.60 -3.45
H 2.21 2.09 0.12
C -4.07 -4.07 2.87
H 7.68 -1.31 -3.12
C 1.44 0.23 -0.72
C -1.01 3.72 2.88
C 6.72 -2.33 5.00
C 5.46 -3.16 4.89
F -3.90 6.24 -2.33
F 3.59 -0.16 2.20
O 6.40 4.55 -0.26
H -1.80 1.23 -3.87
F 1.83 -1.00 3.12
H -1.98 3.13 1.05
H 7.46 -2.73 5.68
H 6.78 1.06 -3.69
H -1.63 4.59 3.09
C -1.90 -1.25 -1.18
C -6.47 -1.83 0.29
F -2.55 -0.15 -1.61
O 4.62 -2.74 3.81
C 4.92 3.58 -1.87
H 9.46 2.67 -2.76
H 0.99 1.33 1.13
F -10.66 -5.28 0.92
H 1.91 -0.54 -0.12
H -0.87 2.79 -2.31
H -4.63 -2.02 2.59
F -1.92 7.17 -2.27
F -9.35 -5.24 2.63
F 5.08 4.08 -3.11
F -5.20 -4.56 -0.93
C -7.70 -2.27 -0.48
H 8.75 3.83 -0.56
H -1.06 1.85 1.85
H -6.61 -1.99 1.36
C -0.66 -0.79 -0.40
F -3.04 6.87 -0.43
H 10.42 2.12 -1.38
C 9.41 2.17 -1.80
C -2.45 2.05 -3.57
O -5.23 -6.38 1.96
C 6.25 3.71 -1.09
F -6.24 2.73 3.04
H -6.26 -0.77 0.12
C 3.08 -1.26 2.76
C -8.98 -3.61 1.00
C -9.42 -5.06 1.31
H -5.59 -2.42 0.03
H -4.94 -4.37 3.45
F -3.75 -6.15 -0.78
H 8.38 2.30 0.08
H -2.88 -2.32 2.43
H -8.51 -1.54 -0.35
C -5.28 1.88 2.68
C 8.42 2.83 -0.88
H -7.49 -2.41 -1.53
C -2.77 6.33 -1.64
H 0.54 2.20 -0.29
F 4.53 2.30 -1.97
F -1.58 -2.00 -2.24
F -2.71 -1.95 -0.41
O 5.44 -0.34 -4.54
C 3.07 -0.18 -4.84
F 3.07 -2.22 1.85
H 7.78 -1.59 -4.89
C -4.87 -5.53 1.20
H -0.09 4.07 2.42
O 3.85 -1.02 5.04
O 4.54 1.70 -4.83
H -0.79 3.30 3.87
F -8.62 -5.96 0.74
H 4.87 -3.14 5.80
C -2.07 4.97 -1.44
O -8.12 -3.56 0.01
F 3.97 4.28 -1.26
C 7.76 -0.84 -4.10
O -4.29 -4.38 1.50
H 2.19 0.46 -1.48
F -5.86 -6.60 -0.66
C -1.96 2.78 -2.33
O -1.22 4.83 -0.61
F 2.32 0.35 -5.79
F 3.15 -1.50 -5.00
H 9.16 1.12 -1.95
O -4.24 3.46 1.21
H -3.65 -2.29 4.02
H 5.71 -4.20 4.67
O 7.15 2.84 -1.52
C -4.09 2.64 2.08
H -2.55 2.72 -4.42
H 6.50 -1.28 5.21
C 4.45 0.51 -4.80
F 2.48 0.05 -3.65
C 3.91 -1.63 4.02
C 6.74 0.24 -4.41
H 7.02 0.67 -5.38
O -2.43 4.12 -2.39
O 0.22 -0.28 -1.23
C 1.29 1.50 0.10
F -4.95 1.16 3.75
H 7.18 -2.28 4.01
H -3.22 -4.62 3.29
O -9.41 -2.68 1.62
F -5.78 1.05 1.76
H -2.27 2.28 -1.41
C -4.92 -5.73 -0.33
```


Version b
Formula: C32H40F24O16
Source: the OMol25 dataset
Level of theory: wB97M-V/def2-TZVPD

Values from the calculation:
Structure (SMILES) ... CCOC(=O)C(F)(F)F.CCOC(=O)C(F)(F)F.CCOC(=O)C(F)(F)F.CCOC(=O)C(F)(F)F.CCOC(=O)C(F)(F)F.CCOC(=O)C(F)(F)F.CCOC(=O)C(F)(F)F.CCOC(=O)C(F)(F)F
Total charge ... 0
Lowest unoccupied orbital energy ... -0.0063 hartree
HOMO-LUMO gap ... 11.128 eV

Structure (XYZ):
```
112
C32H40F24O16 (wB97M-V/def2-TZVPD)
H -16.77 9.57 -19.03
C -14.01 6.55 -17.10
O -11.41 12.90 -21.87
H -7.14 8.11 -19.72
C -18.04 9.18 -17.23
H -14.85 9.63 -12.77
F -15.93 5.52 -16.38
C -14.73 5.21 -16.67
C -12.84 7.70 -18.87
O -16.92 0.65 -11.71
H -9.14 9.04 -21.67
O -16.65 8.61 -11.29
O -5.30 9.09 -18.02
H -13.00 6.40 -14.45
F -17.88 5.34 -21.05
F -19.15 8.77 -8.79
H -8.43 8.00 -18.45
H -15.96 6.87 -12.37
F -20.05 2.30 -12.04
F -17.09 5.16 -19.02
C -16.44 2.92 -13.25
H -13.09 4.35 -19.41
C -16.90 4.74 -20.30
F -20.87 7.15 -14.26
C -10.69 10.28 -22.78
C -6.71 9.12 -17.98
H -17.91 10.22 -16.93
H -13.22 5.56 -21.72
O -17.71 6.85 -10.22
F -7.87 3.68 -16.02
C -13.40 4.50 -21.56
H -14.42 8.21 -13.64
H -9.83 10.32 -20.72
O -5.12 11.00 -16.86
C -4.60 10.09 -17.42
F -18.84 6.43 -14.48
C -16.80 2.63 -14.72
H -10.88 7.21 -18.73
C -15.54 5.24 -20.87
O -10.48 11.58 -23.50
F -19.67 9.35 -10.72
C -9.66 4.96 -15.06
C -9.55 10.05 -21.74
C -3.06 9.83 -17.47
F -2.87 8.65 -18.15
H -16.07 8.89 -13.89
C -10.81 12.78 -22.90
F -10.05 15.05 -23.15
O -9.56 4.42 -13.94
H -11.17 8.94 -18.96
O -15.26 6.43 -20.79
H -14.80 7.79 -11.39
F -9.74 3.41 -17.00
C -19.21 1.53 -11.28
C -10.52 13.99 -23.79
O -10.27 6.19 -15.33
F -14.15 4.60 -15.63
C -19.29 8.57 -15.35
C -17.64 8.06 -10.51
C -18.62 9.15 -9.97
O -14.73 4.28 -21.27
F -2.41 10.77 -18.08
F -19.10 2.01 -10.03
H -17.06 7.90 -18.68
H -6.85 7.00 -18.38
F -9.63 13.78 -24.74
C -16.87 8.86 -18.21
H -16.93 1.55 -14.71
C -17.80 1.49 -11.84
C -7.36 7.92 -18.68
C -12.50 4.18 -20.31
H -18.91 9.21 -17.89
C -15.70 7.87 -12.00
F -19.73 0.28 -11.12
F -19.40 8.05 -13.03
H -15.57 2.31 -13.00
H -7.17 10.05 -18.33
H -16.15 3.96 -13.17
F -17.96 10.31 -9.76
H -12.52 6.94 -12.89
H -13.03 3.99 -22.45
F -11.66 14.41 -24.20
H -11.69 10.26 -22.36
C -8.98 4.30 -16.34
H -11.21 7.84 -14.72
H -15.93 9.05 -17.68
H -12.15 3.15 -20.36
O -13.41 6.48 -18.33
C -19.60 7.49 -14.27
H -11.68 4.87 -20.49
F -2.61 9.72 -16.20
C -10.88 6.92 -14.25
F -17.01 3.47 -20.43
H -6.97 8.99 -16.93
O -17.64 2.69 -12.51
C -11.46 8.06 -18.39
H -10.14 7.05 -13.47
O -20.01 9.49 -15.47
H -16.04 2.91 -15.45
C -12.19 6.32 -13.73
H -8.68 10.62 -22.05
F -14.74 4.25 -17.65
C -15.26 8.71 -13.18
H -17.75 3.11 -14.97
H -11.18 8.13 -17.34
H -12.18 5.29 -13.39
O -18.19 8.31 -16.15
H -13.56 8.48 -18.63
H -10.83 9.42 -23.43
H -12.88 7.62 -19.95
F -8.64 5.15 -17.25
O -14.05 7.51 -16.35
```


Most stable: version a. Least stable: version b.


Version a
Formula: C10H18N2O5
Source: the OMol25 dataset
Level of theory: wB97M-V/def2-TZVPD

Values from the calculation:
Structure (SMILES) ... CC[C@H](C)[C@H](NC(=O)[C@@H](N)CC(=O)O)C(=O)O
Total charge ... 0
Lowest unoccupied orbital energy ... 0.0062 hartree
HOMO-LUMO gap ... 10.244 eV

Structure (XYZ):
```
35
C10H18N2O5 (wB97M-V/def2-TZVPD)
H -1.45 0.92 -1.62
H 3.18 0.38 -1.21
O 0.48 0.43 1.61
H -3.59 0.81 -1.25
N 2.41 -1.17 -1.13
C -2.10 0.08 0.20
C -1.00 2.46 -0.09
C 3.40 -0.16 0.88
O -1.96 2.71 0.85
C -1.68 -2.33 0.64
H 3.13 0.31 1.85
N 0.29 0.50 -0.65
H 1.86 -1.62 0.92
C -1.08 1.03 -0.56
H -1.32 -1.25 -1.20
H -1.32 -3.24 0.11
H -3.72 1.54 0.48
O -0.31 3.33 -0.50
H -2.56 -2.73 1.21
H 0.63 0.12 -1.56
H -2.37 3.59 0.83
H 3.23 -1.84 -1.25
O 5.06 1.47 0.71
H -3.05 -1.54 -0.91
C 2.14 -0.74 0.31
H -0.88 -2.05 1.33
C 4.16 0.90 0.17
O 3.71 1.20 -1.04
H -4.29 -0.09 0.17
C -2.07 -1.31 -0.41
H 1.53 -1.50 -1.51
H -1.90 0.05 1.24
C 0.86 0.06 0.49
H 4.10 -0.98 1.03
C -3.55 0.66 -0.13
```


Version b
Formula: C10H18N2O5
Source: the OMol25 dataset
Level of theory: wB97M-V/def2-TZVPD

Values from the calculation:
Structure (SMILES) ... CC(C)[C@H](N)C(=O)N[C@@H](CCC(=O)O)C(=O)O
Total charge ... 0
Lowest unoccupied orbital energy ... 0.0110 hartree
HOMO-LUMO gap ... 9.683 eV

Structure (XYZ):
```
35
C10H18N2O5 (wB97M-V/def2-TZVPD)
C 1.39 -3.33 2.39
C 0.32 2.18 0.36
C -0.23 -1.45 -0.67
H -2.41 2.21 -0.17
C 0.73 0.71 -0.13
H 1.69 -1.84 0.24
H -0.22 2.08 1.26
H -1.79 1.40 -1.59
C -1.85 2.35 -1.08
O 2.45 -3.61 1.90
O -1.66 -3.43 -1.10
C -0.50 2.92 -0.73
O -2.58 -1.39 -0.68
C 0.70 -2.28 0.21
H 0.86 -3.28 -0.25
H 2.27 2.94 -0.19
N -0.37 -0.08 -0.25
H -0.56 4.04 -0.36
C 0.37 -2.45 1.72
O 1.89 0.37 -0.33
O 0.93 -3.87 3.57
H 2.12 2.38 1.26
H -0.24 3.51 -2.79
H -3.35 -1.98 -0.88
C -1.55 -2.21 -0.80
H 1.55 -4.55 3.85
H 0.50 -1.46 2.12
H -1.21 0.14 0.27
H -2.37 3.08 -1.70
N 1.58 2.91 0.57
H -0.67 -2.65 2.05
H 0.35 1.88 -2.40
H 0.22 -1.48 -1.65
H 1.32 3.35 -1.95
C 0.32 2.91 -2.06
```


Most stable: version b. Least stable: version a.


Version a
Formula: C5H10
Source: the OMol25 dataset
Level of theory: wB97M-V/def2-TZVPD

Values from the calculation:
Structure (SMILES) ... CC1CCC1
Total charge ... 0
Lowest unoccupied orbital energy ... 0.0471 hartree
HOMO-LUMO gap ... 11.157 eV

Structure (XYZ):
```
15
C5H10 (wB97M-V/def2-TZVPD)
H -0.27 -1.76 -0.39
C -0.53 -1.03 0.37
H 2.32 1.02 0.19
C 0.35 0.22 0.47
H 2.26 -0.51 1.10
H -2.32 -0.29 -1.04
H 0.13 0.74 1.42
H -0.52 2.01 -0.59
H -2.06 -0.11 0.77
H -0.64 -1.56 1.34
C 1.82 0.05 0.27
C -1.65 -0.02 -0.21
C -0.49 0.91 -0.59
H -0.14 0.59 -1.59
H 2.00 -0.51 -0.66
```


Version b
Formula: C5H10
Source: the OMol25 dataset
Level of theory: wB97M-V/def2-TZVPD

Values from the calculation:
Structure (SMILES) ... C=CC.C=C
Total charge ... 0
Lowest unoccupied orbital energy ... 0.0445 hartree
HOMO-LUMO gap ... 10.751 eV

Structure (XYZ):
```
15
C5H10 (wB97M-V/def2-TZVPD)
H -0.71 1.03 2.31
C 1.62 -1.09 1.06
C 0.42 -0.62 1.46
H 1.85 -2.13 0.98
C -1.40 0.48 -2.35
C -0.52 -0.17 -1.59
H 0.58 -0.23 -1.89
H -0.61 1.12 0.55
H 0.90 1.53 1.37
H -0.70 -0.69 -0.67
H -0.37 -1.25 1.72
H 2.39 -0.33 1.02
H -0.97 1.05 -3.19
H -2.50 0.46 -2.20
C 0.03 0.86 1.43
```


Version c
Formula: C5H10
Source: the OMol25 dataset
Level of theory: wB97M-V/def2-TZVPD

Values from the calculation:
Total charge ... 0
Lowest unoccupied orbital energy ... 0.0469 hartree
HOMO-LUMO gap ... 10.448 eV

Structure (XYZ):
```
15
C5H10 (wB97M-V/def2-TZVPD)
H 0.74 1.39 1.38
C -0.63 -1.10 0.38
H -0.39 0.27 -2.13
H 0.88 2.12 1.89
H -2.35 -0.46 -0.90
H -0.68 -1.16 1.47
H -0.77 -2.11 -0.01
C 0.55 -0.37 -0.24
H -1.97 0.63 0.43
C -0.36 0.52 -1.06
H -0.22 1.60 -0.99
H 2.55 0.24 -0.58
C -1.54 -0.07 -0.29
C 1.88 -0.38 0.00
H 2.32 -1.13 0.65
```


Version d
Formula: C5H10
Source: the OMol25 dataset
Level of theory: wB97M-V/def2-TZVPD

Values from the calculation:
Structure (SMILES) ... CC=C(C)C
Total charge ... 0
Lowest unoccupied orbital energy ... 0.0398 hartree
HOMO-LUMO gap ... 9.854 eV

Structure (XYZ):
```
15
C5H10 (wB97M-V/def2-TZVPD)
H -0.84 0.45 2.18
H -1.31 -2.41 -1.27
H 0.83 1.21 2.20
C -0.82 -0.85 0.05
H -1.49 -1.27 0.93
C -0.07 0.98 1.72
H 2.02 0.29 -0.28
H -0.92 -0.79 -1.95
C -0.02 0.20 0.39
C -0.68 -1.57 -1.28
H 1.03 0.96 -1.69
H -0.61 1.99 1.46
H 1.40 1.97 -0.35
C 1.09 0.85 -0.51
H 0.40 -2.02 -1.61
```


Most stable: version a. Least stable: version c.


Version a
Formula: C5H10
Source: the OMol25 dataset
Level of theory: wB97M-V/def2-TZVPD

Values from the calculation:
Structure (SMILES) ... C=CC.C=C
Total charge ... 0
Lowest unoccupied orbital energy ... 0.0437 hartree
HOMO-LUMO gap ... 10.778 eV

Structure (XYZ):
```
15
C5H10 (wB97M-V/def2-TZVPD)
C 0.58 0.39 1.12
H -2.03 -0.70 -3.01
H -1.75 -0.21 -1.48
H 1.82 -1.27 1.45
H 0.74 -0.81 2.99
C -0.27 1.22 1.73
H 0.10 -1.78 1.64
H 0.36 -0.01 -3.77
H -0.78 0.83 2.67
C -1.27 -0.33 -2.34
H -0.26 2.24 1.34
C 0.83 -0.97 1.81
H 1.30 0.73 0.42
H 0.67 0.44 -1.89
C -0.03 0.24 -2.69
```


Version b
Formula: C5H10
Source: the OMol25 dataset
Level of theory: wB97M-V/def2-TZVPD

Values from the calculation:
Structure (SMILES) ... C/C=C/CC
Total charge ... 0
Lowest unoccupied orbital energy ... 0.0448 hartree
HOMO-LUMO gap ... 10.265 eV

Structure (XYZ):
```
15
C5H10 (wB97M-V/def2-TZVPD)
H 0.25 -1.34 0.12
C 0.09 0.74 -0.01
H 0.51 1.81 -0.36
H -3.12 -0.58 -0.16
H 2.84 -0.76 -0.96
C 0.91 -0.30 0.05
H -1.64 1.33 -0.61
C -1.99 -0.74 -0.10
H 2.62 0.76 -0.08
C 2.47 -0.16 0.00
H -1.79 1.05 1.10
H -1.55 -1.32 -0.81
C -1.37 0.67 0.06
H -1.70 -1.41 0.82
H 2.97 -0.79 0.91
```


Version c
Formula: C5H10
Source: the OMol25 dataset
Level of theory: wB97M-V/def2-TZVPD

Values from the calculation:
Total charge ... 0
Lowest unoccupied orbital energy ... 0.0208 hartree
HOMO-LUMO gap ... 8.598 eV

Structure (XYZ):
```
15
C5H10 (wB97M-V/def2-TZVPD)
H 1.46 0.44 0.63
H 1.65 -1.73 -0.51
H 0.86 -0.70 1.87
H -0.52 -1.38 -2.11
H -1.07 -0.38 -0.77
H -0.72 2.10 1.60
H 0.38 0.13 -1.77
H 0.09 -2.26 0.15
C 0.65 -1.39 -0.21
H 0.02 2.17 0.00
C -0.74 0.25 0.82
H -1.77 2.06 0.19
C 0.67 -0.30 0.87
C -0.81 1.71 0.57
C -0.15 -0.73 -1.33
```


Most stable: version b. Least stable: version c.